a | Computed, not measured: the ion C5H13N2 with charge +1, with wB97M-V/def2-TZVPD.

XYZ file:
```
20
Properties=species:S:1:pos:R:3:lowdin_charge:R:1
C -2.3253 -1.1200 0.6598 -0.04
C -1.0681 -0.1974 0.4089 -0.38
C -0.3627 -0.6862 -0.8573 -0.18
C 0.6292 0.2613 -1.4790 -0.15
C 1.9936 1.7366 -0.1516 0.15
N 1.6471 0.5217 -0.3962 0.01
N -0.0893 -0.3117 1.5468 0.02
H -2.9095 -0.8891 1.5432 0.08
H -2.9683 -1.0095 -0.2184 0.08
H -2.0050 -2.1564 0.6133 0.08
H -1.4209 0.8092 0.2996 0.13
H -1.0516 -0.9985 -1.6369 0.13
H 0.1457 -1.6367 -0.5710 0.14
H 0.1229 1.1254 -1.8838 0.12
H 1.1691 -0.1620 -2.3664 0.15
H 2.6716 1.8664 0.6971 0.12
H 1.3664 2.5401 -0.5721 0.13
H 1.2735 0.0655 0.5897 0.17
H -0.6110 -0.2103 2.4147 0.10
H 0.1451 -1.3075 1.7275 0.12
```

Molar mass in g mol⁻¹: 101.2
Total charge: +1
HOMO-LUMO gap in eV: 9.4

***

b | Computed, not measured: a structure of composition C5H13N2, with wB97M-V/def2-TZVPD.

XYZ file:
```
20
Properties=species:S:1:pos:R:3:lowdin_charge:R:1
C -2.0935 0.3830 1.1618 -0.04
C -1.2414 0.3520 -0.2211 -0.37
C -0.1252 -0.7960 -0.1587 -0.09
C 1.1431 -0.5928 -0.8810 0.19
C 2.3669 -0.5388 -0.1077 -0.23
N 2.7059 0.7587 0.5562 0.09
N -2.4897 0.6273 -1.2095 0.06
H -2.3409 -0.6433 1.4525 0.08
H -2.9200 1.0681 1.0525 0.08
H -1.4493 0.7302 1.9818 0.08
H -0.7447 1.3048 0.0347 0.13
H -0.6666 -1.7175 -0.4101 0.17
H 0.1856 -0.8498 0.8784 0.12
H 1.1592 -0.7282 -1.9437 0.15
H 3.2850 -0.8073 -0.6122 0.14
H 1.8796 1.1968 0.9479 0.08
H 3.1696 1.4030 -0.0770 0.10
H -1.4286 0.3715 -1.4776 0.04
H 2.2826 -1.2499 0.7328 0.15
H -2.6777 -0.2717 -1.6998 0.07
```

Molar mass in g mol⁻¹: 101.2
Total charge: +1
HOMO-LUMO gap in eV: 5.7

***

c | Computed, not measured: a cluster of 2 separate species, C5H13N2 in total, with wB97M-V/def2-TZVPD.

XYZ file:
```
20
Properties=species:S:1:pos:R:3:lowdin_charge:R:1
C -0.9491 0.4682 0.5423 -0.15
C -1.5003 -1.3051 1.9497 -0.10
C 1.0697 1.7472 0.1372 -0.11
C -1.7608 -0.7806 0.5512 -0.23
C 1.1046 -0.7492 -1.5812 0.05
N 1.9065 -0.0243 -2.3165 0.12
N 0.1975 0.6606 0.0116 -0.06
H -1.4263 1.4073 1.0551 0.18
H -0.6560 -2.0079 1.9847 0.09
H -2.4044 -1.5911 2.5840 0.11
H -1.1545 -0.4221 2.5198 0.07
H 0.8212 2.3560 -0.7392 0.11
H 2.1036 1.4536 0.2631 0.09
H 0.9141 2.3602 0.9297 0.06
H -2.8760 -0.5448 0.4205 0.14
H -1.4945 -1.4832 -0.2772 0.11
H 0.2119 -1.0111 -2.1366 0.12
H 1.5650 -1.2300 -0.7644 0.10
H 1.5873 0.2923 -3.2525 0.16
H 2.7405 0.4039 -1.8813 0.14
```

Molar mass in g mol⁻¹: 101.2
Total charge: +1
HOMO-LUMO gap in eV: 9.9

***

Energies in kJ/mol, measured from the most stable structure: a 0.0; b 560.7; c 44.4.

***

a | Computed, not measured: the ion C5H13N2 with charge +1, with wB97M-V/def2-TZVPD.

XYZ file:
```
20
Properties=species:S:1:pos:R:3:lowdin_charge:R:1
C 0.4491 0.3850 -1.2150 0.00
C 1.5138 0.4241 -0.1130 -0.36
C -0.6296 0.1632 -0.0818 -0.37
C -1.0076 -1.2558 0.1118 -0.06
C -1.9725 0.9709 0.0047 -0.01
N 2.1574 -0.7875 0.0939 0.10
N 0.6001 0.5626 1.0177 0.20
H 0.3993 1.2882 -1.6978 0.09
H 0.2634 -0.5161 -1.8661 0.15
H 2.1743 1.2972 -0.0648 0.17
H -1.5283 -1.4053 1.0758 0.11
H -0.1684 -1.9843 0.1400 0.09
H -1.7409 -1.3441 -0.7246 0.12
H -2.1335 1.2421 1.0906 0.10
H -2.9876 0.4127 -0.1591 0.14
H -1.7769 1.8798 -0.4551 0.05
H 3.1381 -0.8115 0.1000 0.09
H 1.8790 -1.6558 -0.2935 0.09
H 0.8300 -0.2551 1.5510 0.15
H 0.5406 1.3897 1.4854 0.13
```

Molar mass in g mol⁻¹: 101.2
Total charge: +1
HOMO-LUMO gap in eV: 11.5

***

b | Computed, not measured: the ion C5H13N2 with charge +1, with wB97M-V/def2-TZVPD.

XYZ file:
```
20
Properties=species:S:1:pos:R:3:lowdin_charge:R:1
C 2.4010 -0.8248 -0.2138 0.02
C 1.0821 -0.9287 -0.3211 -0.06
C -2.1266 -1.1882 -0.1112 0.00
C -1.4010 0.2037 -0.4935 -0.16
C -0.0545 0.1730 0.1957 -0.36
N -0.1471 0.2773 1.5863 0.14
N 0.8097 1.6648 -0.4387 0.18
H 3.0324 -1.7140 -0.6294 0.12
H 2.9933 -0.0780 0.2126 0.04
H 0.5978 -1.8704 -0.6089 0.10
H -1.3208 -1.8402 -0.1873 0.03
H -2.2874 -1.0331 0.9542 0.09
H -2.8862 -1.2552 -0.7917 0.06
H -1.8997 0.9813 0.0779 0.11
H -1.5248 0.4219 -1.5063 0.10
H 0.6084 0.2544 2.1848 0.08
H -0.7759 1.0514 1.8705 0.13
H 0.6026 1.6355 -1.5044 0.18
H 0.4942 2.5337 -0.0740 0.11
H 1.8025 1.5355 -0.2015 0.10
```

Molar mass in g mol⁻¹: 101.2
Total charge: +1
HOMO-LUMO gap in eV: 11.5

***

c | Computed, not measured: a structure of composition C5H13N2, with wB97M-V/def2-TZVPD.

XYZ file:
```
20
Properties=species:S:1:pos:R:3:lowdin_charge:R:1
C 0.8182 0.1758 1.6664 -0.09
C 0.1856 0.9205 2.6670 -0.15
C -0.3026 -0.2316 -1.5044 -0.40
C 0.9432 -1.0312 -1.5544 -0.01
C -0.9503 0.0990 -2.8076 -0.01
N -0.5285 0.4034 3.6414 0.17
N -0.7843 0.1618 -0.3971 0.13
H 1.6577 0.6678 1.1952 0.10
H 1.0014 -0.8654 1.9069 0.10
H 0.1942 2.0025 2.6039 0.15
H 1.7339 -0.4219 -1.9959 0.11
H 0.7976 -1.8873 -2.2102 0.10
H 1.2627 -1.3735 -0.5766 0.07
H -0.5219 -0.4578 -3.6339 0.09
H -0.8221 1.1645 -3.0064 0.10
H -2.0210 -0.0912 -2.7609 0.10
H -1.0479 0.9757 4.2847 0.13
H -0.5597 -0.5992 3.7754 0.14
H -0.0012 0.1421 0.7305 0.05
H -1.6375 0.7086 -0.4175 0.12
```

Molar mass in g mol⁻¹: 101.2
Total charge: +1
HOMO-LUMO gap in eV: 9.9

***

d | Computed, not measured: a cluster of 2 separate species, C5H13N2 in total, with wB97M-V/def2-TZVPD.

XYZ file:
```
20
Properties=species:S:1:pos:R:3:lowdin_charge:R:1
C 3.3865 -0.5076 -0.7931 -0.06
C 2.4925 -0.1724 0.4008 -0.20
C 1.3433 0.6532 -0.0494 0.07
N -2.3050 1.1134 -0.2221 0.08
C -0.9488 1.1224 -0.5094 -0.05
C -0.0109 0.3338 0.0934 -0.02
N -3.2512 -1.9235 1.0558 0.02
H 2.7605 -0.9615 -1.5728 0.09
H 3.7896 0.3251 -1.3746 0.09
H 3.0115 0.2294 1.2756 0.14
H 2.0645 -1.1044 0.7821 0.12
H 1.4947 1.7317 -0.1588 0.15
H -3.0409 -0.9675 0.7905 -0.04
H -2.6556 1.9064 0.3011 0.13
H -2.9049 0.7659 -0.9424 0.11
H -0.5742 1.9669 -1.0978 0.14
H -0.3105 -0.6493 0.4498 0.13
H 4.1445 -1.2193 -0.4799 0.09
H -2.4169 -2.4374 0.8342 -0.01
H -4.0556 -2.2803 0.5473 0.02
```

Molar mass in g mol⁻¹: 101.2
Total charge: +1
HOMO-LUMO gap in eV: 5.8

***

Energies in kJ/mol, measured from the most stable structure: a 118.6; b 141.0; c 0.0; d 225.2.

***

a | Computed, not measured: the ion C5H13N2 with charge +1, with wB97M-V/def2-TZVPD.

XYZ file:
```
20
Properties=species:S:1:pos:R:3:lowdin_charge:R:1
C -0.5198 -1.1368 -1.7205 -0.02
C 0.3157 -1.1383 -0.4406 -0.30
C -0.4063 -0.7239 0.8448 -0.10
C -0.4498 0.7625 1.0254 -0.44
C -1.3064 1.5553 0.3890 0.07
N 0.6166 1.2903 1.7755 0.09
N 1.4167 -0.1049 -0.6400 0.20
H -1.1230 -0.2330 -1.8144 0.08
H 0.1488 -1.1360 -2.5767 0.09
H -1.1010 -2.0469 -1.7214 0.10
H 0.8189 -2.0901 -0.3516 0.15
H 0.0473 -1.2517 1.6831 0.13
H -1.4071 -1.1123 0.8353 0.13
H -2.0881 1.1970 -0.2593 0.07
H -1.2555 2.6229 0.6019 0.08
H 0.8322 0.7714 2.6195 0.11
H 0.5672 2.2920 1.8681 0.10
H 2.1480 -0.4926 -1.2310 0.17
H 1.7695 0.3013 0.2391 0.14
H 0.9759 0.6738 -1.1262 0.16
```

Molar mass in g mol⁻¹: 101.2
Total charge: +1
HOMO-LUMO gap in eV: 9.6

***

b | Computed, not measured: a cluster of 2 separate species, C5H13N2 in total, with wB97M-V/def2-TZVPD.

XYZ file:
```
20
Properties=species:S:1:pos:R:3:lowdin_charge:R:1
C 0.2485 0.8698 -0.2785 -0.02
C -0.6613 -0.0633 -1.1193 0.03
C -0.1890 -0.5229 0.3238 -0.38
C -0.9487 -0.6445 1.4939 0.05
N -0.6445 -1.7260 2.3449 0.11
C 1.0908 -1.4295 0.2450 -0.01
N 0.8478 2.9442 -2.4393 0.03
H -0.0058 1.6644 0.4185 0.12
H 1.2237 0.9313 -0.7339 0.10
H -1.7350 0.0123 -1.0357 0.10
H -0.2823 -0.4840 -2.0378 0.13
H -2.0236 -0.4565 1.4608 0.17
H -1.2752 -1.6317 3.1396 0.11
H -0.9256 -2.5868 1.8678 0.14
H 1.8030 -0.8849 0.8784 0.10
H 0.8405 -2.3130 0.8005 0.06
H 1.5659 -1.5363 -0.7256 0.10
H 1.3984 3.1630 -3.2473 0.02
H -0.1449 3.0015 -2.5978 0.02
H 1.1198 3.5068 -1.6524 0.02
```

Molar mass in g mol⁻¹: 101.2
Total charge: +1
HOMO-LUMO gap in eV: 6.7

***

Energies in kJ/mol, measured from the most stable structure: a 0.0; b 356.6.

***

a | Computed, not measured: a structure of composition C5H13N2, with wB97M-V/def2-TZVPD.

XYZ file:
```
20
Properties=species:S:1:pos:R:3:lowdin_charge:R:1
C 1.7012 0.3444 -0.0699 -0.18
C -2.2497 -0.4430 0.0358 -0.12
C 1.2774 0.5151 1.1792 -0.18
C 2.6584 -0.6981 -0.5440 -0.08
C -2.2850 -1.1810 -1.2657 -0.05
N 0.2333 1.4404 1.4891 0.03
N -1.6823 0.7096 0.1474 0.12
H 1.1223 0.9606 -0.8085 0.12
H -2.7885 -0.8795 0.8102 0.11
H 1.6841 0.0673 2.1483 0.15
H 3.1379 -1.1964 0.2546 0.06
H 3.3294 -0.0399 -1.2112 0.12
H 2.0420 -1.4252 -1.1827 0.11
H -1.6822 -0.7180 -2.1550 0.13
H -3.3300 -1.3310 -1.3967 0.07
H -1.8156 -2.2350 -1.1764 0.12
H 0.3964 2.3499 0.9499 0.17
H 0.2631 1.6005 2.5296 0.16
H -0.8850 1.1740 0.9465 0.04
H -1.1272 0.9854 -0.6805 0.10
```

Molar mass in g mol⁻¹: 101.2
Total charge: +1
HOMO-LUMO gap in eV: 9.6

***

b | Computed, not measured: a cluster of 2 separate species, C5H13N2 in total, with wB97M-V/def2-TZVPD.

XYZ file:
```
20
Properties=species:S:1:pos:R:3:lowdin_charge:R:1
C -0.3429 -0.3724 -1.2940 -0.07
C -1.1723 0.5185 -0.4223 -0.10
C -2.4573 0.3020 -0.1740 -0.09
N -3.1717 1.1522 0.8183 0.19
H -0.9538 -0.9680 -1.9732 0.10
H 0.3505 0.2296 -1.8723 0.08
H 0.2100 -1.0476 -0.6378 0.07
H -0.7704 1.5042 -0.1913 0.13
H -3.0683 -0.5322 -0.4876 0.13
H -2.5148 1.7820 1.2838 0.17
H -3.8575 1.7493 0.3424 0.18
H -3.6736 0.6195 1.5333 0.18
C 2.5309 -0.8138 1.3772 -0.14
C 2.8165 -0.4960 -0.8969 -0.10
N 2.5685 -1.3345 0.0140 -0.08
H 1.5151 -0.7850 1.7693 0.07
H 2.9732 0.1917 1.4304 0.07
H 3.1348 -1.4591 2.0180 0.08
H 2.4724 -0.6536 -1.9187 0.07
H 3.4107 0.4131 -0.7186 0.08
```

Molar mass in g mol⁻¹: 101.2
Total charge: +1
HOMO-LUMO gap in eV: 8.3

***

Energies in kJ/mol, measured from the most stable structure: a 0.0; b 38.5.